ORCA calculation (the ωB97M-V functional and the def2-TZVPD basis) on a molecular structure, C31H44IrN4OP2 in a non-equilibrium geometry.

Geometry as XYZ:
```
83
Properties=species:S:1:pos:R:3:lowdin_spin:R:1
Ir -1.04695 1.46648 -0.35590 1.8674
P 2.43451 -0.00507 -1.12613 0.0182
P -1.21008 0.03931 -1.86369 0.1161
O -1.10860 2.50648 2.57432 0.7452
N -2.26046 -1.63906 -2.02396 0.0475
N 2.96945 -1.70860 -1.07306 0.0037
N 3.95549 0.50642 -1.98672 0.0059
N -1.72611 0.31089 -3.65068 0.0059
C 0.22583 -0.95225 -2.44000 0.0530
C -0.46536 2.86451 4.94019 0.0348
C -2.02515 0.20306 -5.91297 0.0094
C 4.15253 1.82454 -2.41650 -0.0002
C 3.56956 -2.29714 0.06539 0.0013
C 2.80820 -2.71718 -2.03389 0.0006
C -2.25651 3.10721 -0.06640 0.2754
C 1.62207 -0.60021 2.10363 0.0043
C -4.17608 -2.88983 -2.09538 0.1387
C -2.22784 1.52567 -4.06778 0.0181
C 5.87077 0.58075 -3.21413 0.0010
C -3.60911 -1.65118 -1.72303 0.3315
C 0.53880 -0.04178 4.24370 0.0146
C -2.65488 1.98577 4.29026 0.0130
C 5.31771 1.90002 -3.16107 0.0013
C -1.98732 -2.84832 -2.66347 0.3416
C -1.59671 -0.50208 -4.78218 0.0122
C 1.49465 0.18030 3.34885 0.0133
C -2.43203 1.49119 -5.45311 0.0027
C 3.23472 -3.92058 -1.49078 0.0013
C -2.03825 4.34911 3.89549 0.1016
C -1.05406 -0.43185 1.62296 0.1660
C -1.50946 2.87482 3.80746 0.0948
C 3.70692 -3.66271 -0.16844 0.0000
C 1.46091 -0.10501 -2.65529 0.0052
C -3.14026 -3.64731 -2.71220 0.0926
C 0.34224 -0.82760 1.27419 0.0338
C -0.19524 -1.34589 4.57645 0.0145
C -1.73860 -0.59880 2.76569 0.1684
C 5.01751 -0.24687 -2.49763 0.0006
C -1.37372 -1.67834 3.68742 0.0276
H -2.01948 -0.15126 -6.93117 0.0004
H -2.79651 2.31568 -6.04033 -0.0001
H -5.19765 -3.20692 -1.93699 0.0027
H -2.67542 -0.05253 2.84136 0.0085
H -1.14582 -2.55240 3.07055 0.0073
H 3.88330 -1.68832 0.90600 0.0001
H 2.40946 -2.50307 -3.01648 0.0001
H 5.05508 -1.30789 -2.32244 0.0000
H -2.41517 4.59923 4.91668 0.0072
H -2.99461 3.24140 -0.90824 0.0175
H 0.06184 -1.45874 -3.39653 0.0064
H 0.22217 -1.89956 1.08405 0.0070
H 0.57409 -0.40376 0.27214 0.0147
H -0.90106 3.18949 5.90057 0.0013
H 0.49641 -2.18143 4.63580 0.0003
H -2.97841 2.36394 5.26164 0.0004
H -2.36957 2.29276 -3.32673 0.0027
H -4.08506 -0.80692 -1.24030 0.0129
H -1.80838 4.13098 0.06601 0.0444
H 0.35609 -1.73767 -1.69324 0.0002
H -1.73684 -0.28848 0.68407 0.0174
H 1.17214 0.92569 -2.89531 0.0029
H -1.17993 5.01399 3.65870 0.0003
H 0.83580 0.41260 5.22861 0.0004
H 6.78796 0.26288 -3.69390 0.0001
H 5.74194 2.78711 -3.61705 0.0001
H 2.06122 -0.46331 -3.50975 0.0002
H 4.04139 -4.37406 0.58550 0.0000
H -3.48232 1.99439 3.57242 0.0006
H 3.14209 -4.88990 -1.98430 0.0001
H 2.35602 -0.11643 1.47829 0.0011
H -2.22920 -1.88686 4.32824 0.0003
H 3.42306 2.57868 -2.17485 -0.0001
H -3.18952 -4.65065 -3.11760 0.0003
H -0.10154 1.84830 5.03766 0.0017
H -2.86785 2.95887 0.86227 0.0372
H -1.25168 -1.52380 -4.78908 0.0020
H 2.27614 0.93567 3.51526 0.0001
H -0.58487 -1.31773 5.60675 0.0020
H 0.36585 3.52200 4.66651 0.0006
H -2.85719 4.45308 3.15646 0.0008
H 2.02359 -1.59616 2.30783 0.0030
H -1.00223 -3.12628 -3.00325 0.0115
H -2.30443 0.95857 4.39251 0.0007
```

**E_HOMO (alpha / beta)**: -12.3 / -12.3 eV
**Energy above the lowest of the compared OMol25 structures with the same formula, charge and spin**: 4.803 eV
**Multiplicity**: 6
**DFT total energy**: -2287.908807 Eh
**<S²>**: 8.79
**Total charge**: +2
**Largest force on an atom**: 9.3 eV Å⁻¹
**Orbital gap (alpha / beta)**: 5.210 / 2.997 eV
**LUMO level (alpha / beta)**: -7.1 / -9.3 eV
**M**: 742.89 g/mol

ORCA calculation (the ωB97M-V functional and the def2-TZVPD basis) on a molecular structure, C31H44NOP2ReS.

Geometry as XYZ:
```
81
Properties=species:S:1:pos:R:3:lowdin_spin:R:1
Re 0.04978 -0.10839 0.33274 0.8739
S -0.89678 -1.58029 2.99392 0.0179
P 2.36321 -0.21091 0.02169 -0.0070
P -1.10332 -0.05735 -1.75186 0.0196
O -0.99982 -1.40259 1.37346 0.0659
N 0.33974 1.68212 -0.12859 -0.0281
C 1.89880 3.46062 2.75428 0.0063
C -1.24005 3.71271 -3.41344 -0.0099
C -4.78821 -1.10181 3.81086 0.0001
C -0.17157 2.43427 -1.21309 0.0045
C 2.94715 2.57021 3.02491 0.0132
C -4.72564 -0.06295 4.74101 0.0009
C 4.50052 0.97472 -1.31667 -0.0006
C 3.41319 -1.04763 -2.41691 -0.0002
C -1.45697 2.34662 -3.24323 -0.0001
C -3.80978 -0.37176 -2.53514 0.0027
C 3.20180 0.19559 -1.54821 -0.0021
C -0.45986 -1.13645 -3.07455 -0.0015
C 0.07013 3.78692 -1.38909 -0.0081
C -0.75468 -2.59191 -2.69776 0.0018
C -2.33772 0.03475 4.53416 0.0012
C -0.90904 -0.78506 -4.49464 -0.0007
C 4.59356 -1.68006 0.99312 -0.0007
C 3.06197 -1.63268 0.95162 0.0004
C 1.02619 3.23291 1.71016 0.0042
C -0.99095 -3.34423 3.14034 0.0003
C 1.23780 2.12014 0.89542 0.0160
C 2.47980 -2.95435 0.43462 0.0001
C -0.47536 4.42095 -2.50052 0.0017
C -0.91581 1.69593 -2.14432 -0.0039
C -2.41245 -1.01475 3.61933 0.0001
C -3.51304 0.50396 5.10188 -0.0001
C -3.63070 -1.59339 3.24356 0.0005
C 2.30549 1.22259 1.13875 0.0182
C 3.13760 1.44873 2.24502 -0.0007
C -3.30675 0.61874 -0.26494 0.0008
C -2.86034 -0.38268 -1.33586 0.0093
H 0.68064 4.34275 -0.69136 -0.0001
H -0.11036 -3.77607 2.66904 0.0000
H -1.81969 -2.81441 -2.77140 0.0001
H -4.82718 -0.53339 -2.17695 0.0006
H -1.38009 0.45570 4.81482 0.0002
H 3.61785 2.76849 3.85015 0.0006
H -0.45747 -1.49736 -5.18561 -0.0001
H -2.03320 1.80674 -3.98157 0.0003
H 2.52479 -1.67651 -2.50019 -0.0001
H -3.67614 -2.40134 2.52463 0.0001
H -0.23501 -3.25613 -3.38777 0.0000
H -5.64044 0.30047 5.19029 0.0000
H -2.65745 0.62875 0.61952 0.0006
H -0.29457 5.47628 -2.65322 0.0002
H 4.90669 1.26581 -2.28568 -0.0002
H -3.47875 1.30327 5.82896 0.0000
H -1.90677 -3.71306 2.68451 0.0002
H 3.95337 0.77414 2.46699 -0.0005
H 1.76228 4.33013 3.38354 0.0001
H -2.84154 -1.38832 -0.90108 0.0003
H 0.18478 3.88920 1.53203 0.0000
H -1.98817 -0.85281 -4.62101 0.0000
H 2.80993 -3.76706 1.08249 0.0000
H -0.42030 -2.83942 -1.68573 0.0013
H 4.22890 -1.66138 -2.03787 0.0000
H 2.83107 -3.18199 -0.57139 0.0000
H -1.65851 4.21749 -4.27347 -0.0005
H -0.57703 0.20811 -4.79209 0.0000
H 0.62032 -0.96517 -3.01084 -0.0005
H -3.35730 1.63252 -0.66393 0.0000
H 5.25197 0.36219 -0.82031 0.0000
H 4.34597 1.88439 -0.73674 0.0001
H 5.04630 -0.74753 1.32725 0.0000
H 2.69165 -1.45288 1.96892 0.0007
H 3.68843 -0.73005 -3.42241 0.0000
H 1.38560 -2.95718 0.42037 0.0002
H -0.98067 -3.54367 4.21343 0.0003
H -4.30414 0.35030 0.08383 0.0002
H -3.80321 0.58929 -3.05029 0.0000
H 2.47294 0.85428 -2.03777 0.0000
H 4.89918 -2.46109 1.68960 -0.0002
H -5.74440 -1.53173 3.54567 0.0000
H 5.01004 -1.93288 0.01962 0.0000
H -3.58819 -1.16210 -3.24904 0.0001
```

**E_HOMO (alpha / beta)**: -17.1 / -17.1 eV
**Energy above the lowest of the compared OMol25 structures with the same formula, charge and spin**: 0.000 eV
**Multiplicity**: 2
**DFT total energy**: -2495.890392 Eh
**<S²>**: 0.76
**Total charge**: +3
**Largest force on an atom**: 0.7 eV Å⁻¹
**Orbital gap (alpha / beta)**: 6.981 / 6.963 eV
**LUMO level (alpha / beta)**: -10.1 / -10.2 eV
**M**: 726.92 g/mol